The following is a DFT calculation (the ωB97M-V functional and the def2-TZVPD basis) of a cluster of 2 separate species, C5H15NO in total at a distorted geometry.

```
! wB97M-V def2-TZVPD RIJCOSX def2/J DEFGRID3
* xyz 0 1
C 1.1079 0.7534 -1.4831
C 0.0219 1.6462 -2.1128
C -1.2791 1.7502 -1.3167
C -1.8419 0.5160 -0.6306
N -1.4550 0.3973 0.8213
C -0.6190 -0.8079 1.0806
H 0.8669 -0.3059 -1.4738
H 1.4472 1.0876 -0.4899
H 2.0412 0.9032 -2.0447
H 0.4743 2.6180 -2.2912
H -0.1341 1.1581 -3.0683
H -1.1743 2.5822 -0.6277
H -2.0149 2.0861 -2.0576
H -2.9065 0.6553 -0.5722
H -1.5925 -0.3961 -1.1749
H -0.7340 1.1113 0.9556
H -0.3946 -0.7881 2.1529
H -1.1506 -1.6904 0.7917
H 0.3260 -0.9418 0.5255
O 3.1946 -3.5460 2.9464
H 2.2757 -3.2503 2.9114
H 3.6230 -2.7054 3.1463
*
```

Output
- orbital gap (eV) = 9.84
- E_LUMO (eV) = 0.65
- HOMO (Ha) = -0.3376


The following is a DFT calculation (the ωB97M-V functional and the def2-TZVPD basis) of a cluster of 2 separate species, C4H4BrN in total at a distorted geometry.

```
! wB97M-V def2-TZVPD RIJCOSX def2/J DEFGRID3
* xyz 0 1
C 1.2209 -0.0750 1.2663
C -1.2676 0.1622 1.0258
C 0.0257 0.0549 0.6656
C 0.4410 -0.0388 -1.4162
N 2.3235 -0.2421 1.5006
Br -2.6725 0.1263 -0.2556
H -1.5326 0.2635 2.1522
H 0.1601 -1.0836 -1.5054
H 1.5096 0.2217 -1.5579
H -0.2082 0.6109 -1.8755
*
```

Output
- orbital gap (eV) = 9.76
- E_LUMO (eV) = -0.08
- HOMO (Ha) = -0.3613


- HOMO of number 2 (C4H4BrN)?
  -0.3613 Ha


- Which of these has the highest E_LUMO?
  C5H15NO


- What is the HOMO in the second record?
  -0.3613 Ha


- HOMO of number 2 (C4H4BrN)?
  -0.3613 Ha